A structure of composition C16H18N4PtS at a distorted geometry. Source: the OMol25 dataset; level of theory: ωB97M-V with the def2-TZVPD basis set.

ORCA input file:
```
! RIJCOSX wB97M-V def2-TZVPD def2/J DEFGRID3
* xyz 0 3
Pt -0.622 0.008 0.092
C -0.512 -4.922 -2.622
C 0.614 -4.632 -1.674
N 1.323 -3.339 -1.824
C 0.809 -2.167 -1.459
S -0.687 -2.132 -0.489
N 1.458 -1.037 -1.824
N 0.847 0.094 -1.306
C 1.262 1.307 -1.658
C 2.308 1.481 -2.667
C 0.548 2.380 -1.026
C 0.793 3.761 -1.228
C 0.056 4.680 -0.563
C -0.962 4.258 0.309
C -1.215 2.918 0.492
N -0.449 2.011 -0.141
H -0.966 -5.873 -2.341
H -0.226 -4.937 -3.670
H -1.279 -4.139 -2.553
H 1.375 -5.426 -1.701
H 0.227 -4.612 -0.638
H 1.996 -3.237 -2.606
H 2.610 0.554 -3.166
H 3.220 1.960 -2.260
H 1.898 2.125 -3.465
H 1.598 4.009 -1.933
H 0.266 5.719 -0.770
H -1.537 5.042 0.801
H -2.005 2.511 1.120
C -1.302 0.198 4.840
C -0.025 0.224 4.322
C 0.154 0.162 2.954
C -0.977 0.080 2.108
C -2.252 0.093 2.622
C -2.420 0.147 4.017
H -1.396 0.209 5.929
H 0.847 0.254 4.966
H 1.158 0.133 2.547
H -3.124 -0.048 1.985
H -3.410 0.184 4.478
*
```

As for the LUMO energy (alpha / beta): 0.69 / -1.84 eV. The calculation puts the HOMO-LUMO gap (alpha / beta) at 6.370 / 5.992 eV. For the total energy, the calculation gives -36924.5508 eV. The HOMO energy (alpha / beta) is -5.68 / -7.83 eV.

***

A structure of composition C16H19B2ClF4N4O7V. Source: the OMol25 dataset; level of theory: ωB97M-V with the def2-TZVPD basis set.

ORCA input file:
```
! RIJCOSX wB97M-V def2-TZVPD def2/J DEFGRID3
* xyz 1 3
V 0.012 0.649 0.045
C -4.264 1.122 0.775
C -2.780 1.169 0.740
N -2.034 0.263 0.232
O -2.621 -0.820 -0.302
B -1.624 -1.848 -0.727
F -2.283 -2.915 -1.231
F -0.740 -1.230 -1.651
O -0.805 -2.310 0.432
N -0.095 -1.302 0.986
C 0.625 -1.579 2.004
C 0.723 -2.922 2.634
C 1.399 -0.416 2.515
N 1.210 0.655 1.845
O 1.892 1.742 2.239
B 1.489 2.926 1.422
F 1.646 2.573 0.065
F 2.181 4.006 1.831
O 0.018 3.201 1.635
N -0.753 2.220 1.159
C -2.023 2.331 1.283
C -2.698 3.508 1.889
C 2.328 -0.482 3.673
H -4.623 0.120 0.567
H -4.672 1.802 0.023
H -4.629 1.453 1.747
H 0.041 -3.621 2.163
H 0.497 -2.853 3.698
H 1.747 -3.294 2.546
H -2.025 4.360 1.902
H -2.990 3.286 2.918
H -3.603 3.753 1.334
H 2.213 -1.406 4.231
H 2.160 0.372 4.329
H 3.358 -0.404 3.317
C -0.601 2.221 -2.535
O -0.331 1.475 -1.353
H -0.855 1.517 -3.323
H 0.297 2.786 -2.769
H -1.438 2.885 -2.320
Cl 4.190 -5.207 -4.305
C 3.603 -3.802 -3.599
C 4.267 -2.577 -3.841
C 3.771 -1.446 -3.272
C 2.632 -1.519 -2.418
C 1.954 -2.748 -2.210
C 2.441 -3.882 -2.782
C 2.085 -0.259 -1.839
O 2.013 0.631 -2.675
O 1.687 -0.288 -0.629
H 5.143 -2.570 -4.475
H 4.220 -0.476 -3.439
H 1.068 -2.753 -1.589
H 1.974 -4.846 -2.638
*
```

As for the LUMO energy (alpha / beta): -4.70 / -7.28 eV. The calculation puts the HOMO-LUMO gap (alpha / beta) at 7.140 / 4.574 eV. For the total energy, the calculation gives -87625.4407 eV. The HOMO energy (alpha / beta) is -11.84 / -11.85 eV.

***

The molecule C16H19BrClNO3. Source: the OMol25 dataset; level of theory: ωB97M-V with the def2-TZVPD basis set.

ORCA input file:
```
! RIJCOSX wB97M-V def2-TZVPD def2/J DEFGRID3
* xyz 0 1
C 3.284 1.373 0.349
H 3.779 1.907 1.156
H 4.041 1.049 -0.357
H 2.613 2.060 -0.161
C 2.499 0.187 0.924
N 1.523 -0.333 -0.021
C 0.246 0.097 -0.081
O -0.551 -0.282 -0.915
C -0.216 1.113 0.984
H -0.152 0.669 1.984
H 0.344 2.047 0.930
O -1.560 1.448 0.703
C -2.444 0.478 0.950
O -2.182 -0.516 1.582
C -3.807 0.749 0.410
C -4.690 -0.330 0.467
C -5.974 -0.210 -0.019
C -6.417 0.981 -0.575
C -5.552 2.056 -0.631
C -4.253 1.951 -0.144
Cl -3.263 3.349 -0.238
H -5.880 2.992 -1.055
H -7.423 1.067 -0.956
Br -7.155 -1.691 0.074
H -4.333 -1.252 0.900
C 1.930 -1.276 -1.065
C 2.519 -0.563 -2.284
H 2.603 -1.269 -3.106
H 3.503 -0.151 -2.085
H 1.856 0.242 -2.591
C 2.858 -2.355 -0.506
C 4.009 -1.754 0.289
C 3.428 -0.925 1.427
H 4.223 -0.469 2.018
H 2.857 -1.587 2.082
H 4.637 -1.138 -0.354
H 4.635 -2.549 0.696
H 3.233 -2.954 -1.336
H 2.283 -3.011 0.151
H 0.999 -1.753 -1.391
H 1.947 0.553 1.794
*
```

As for the LUMO energy: 0.35 eV. The calculation puts the HOMO-LUMO gap at 9.353 eV. The energy above the lowest of the compared OMol25 structures with the same formula, charge and spin is 0.00 kJ/mol. The structure (SMILES) is C[C@@H]1CCC[C@H](C)N1C(=O)COC(=O)c1cc(Br)ccc1Cl. For the total energy, the calculation gives -107098.9752 eV. The HOMO energy is -9.00 eV.